57
Properties=species:S:1:pos:R:3:forces:R:3 method="wB97M-V/def2-TZVPD" spin_multiplicity=1 e_homo_ev=-15.8 charge=+2 energy_ev=-54329.319
In -3.555581 2.619828 -1.061191 0.07 -0.16 0.38
N -0.264984 1.245660 -1.074460 -0.78 -0.86 -1.39
O 0.782609 0.635513 -1.219079 0.34 -0.22 0.46
O -0.338925 2.430189 -0.926515 0.91 2.35 0.92
O -1.361020 0.681544 -1.230302 -0.37 -1.38 -0.08
C -0.632136 -2.702899 -0.024245 0.46 0.68 0.74
C -2.144763 -2.623193 0.042756 0.24 -0.21 -1.81
C -2.766728 -2.687830 -1.376033 0.61 0.47 0.16
O -3.808536 -3.635727 -1.266548 -1.05 -0.56 0.22
C -3.715742 -4.276722 -0.091486 -2.12 -1.98 1.08
O -4.477650 -5.142621 0.387746 2.51 2.93 -1.94
O -2.646826 -3.815819 0.561461 0.05 -1.12 1.84
H -0.267053 -1.682144 -0.137654 0.10 0.16 -0.34
H -0.221036 -3.330663 -0.814813 -0.33 -0.08 0.01
H -0.191012 -3.023222 0.919634 -0.16 -0.26 0.05
H -2.490835 -1.767069 0.621874 -0.08 0.00 0.16
H -2.014362 -3.098215 -2.049550 -0.10 0.11 -0.28
H -3.150441 -1.734613 -1.739675 -0.10 -0.19 -0.01
C 1.064311 4.550790 1.626130 -0.49 -0.18 0.31
C 1.524206 3.274522 2.366703 -0.55 1.17 -0.73
C 2.282762 2.422198 1.377046 0.00 -0.23 1.53
O 3.557017 2.455526 1.947720 1.93 -0.91 -1.62
C 3.634770 3.099059 3.094316 1.70 -0.60 2.21
O 4.578708 3.038195 3.854259 -1.36 0.27 -1.40
O 2.482583 3.694418 3.349922 -1.15 0.25 -0.13
H 0.603815 5.115088 2.437062 0.17 0.77 -0.51
H 0.357801 4.367116 0.816687 -0.34 -0.50 0.35
H 1.897512 4.997571 1.083659 0.21 0.39 0.70
H 0.717728 2.754533 2.883728 -0.04 0.17 -0.12
H 2.358535 2.770581 0.347001 -0.19 -0.07 -0.08
H 1.871054 1.416999 1.467487 0.03 -0.44 -0.62
C 1.020377 1.145177 -4.738571 0.20 -0.81 -1.41
C 1.366633 -0.345148 -4.511867 0.16 1.07 0.77
C 0.428388 -1.073882 -3.575417 -0.17 -0.95 -2.29
O 0.212675 -2.294823 -4.282136 -0.10 -0.26 0.73
C 0.825683 -2.298963 -5.516520 -0.24 -3.59 -1.65
O 0.784111 -3.261591 -6.286229 -0.17 3.31 2.44
O 1.498423 -1.177731 -5.675771 0.04 1.33 0.22
H 1.616224 1.575490 -5.543493 0.45 -0.16 0.18
H 1.172095 1.767604 -3.856719 -0.24 -0.31 0.08
H 0.021825 1.185094 -5.173778 -0.35 0.17 0.51
H 2.313662 -0.435172 -3.979771 0.74 0.35 -0.32
H -0.543479 -0.618733 -3.384576 -0.20 0.29 0.20
H 0.938681 -1.249687 -2.628430 -0.17 -0.37 0.69
C 0.834109 0.046418 4.229046 0.18 -0.38 0.23
C 0.127451 -0.592750 3.037315 -0.19 1.81 0.65
C -1.096754 -1.396246 3.371639 0.22 -0.87 0.74
O -2.228198 -0.625566 2.932828 -0.35 0.65 0.00
C -1.807235 0.451687 2.236446 -0.47 -1.46 -1.74
O -2.467939 1.129971 1.457850 0.49 -0.49 1.65
O -0.488514 0.479579 2.269193 1.42 1.17 -0.97
H 0.260346 0.683929 4.901710 -0.72 -0.15 -0.34
H 1.671272 0.677876 3.931519 0.26 -0.38 -0.15
H 1.171615 -0.780246 4.854202 0.47 0.09 0.03
H 0.863223 -1.123737 2.433340 -0.21 0.14 -0.29
H -1.076860 -1.551142 4.450403 -0.76 -0.06 -0.04
H -1.083594 -2.366000 2.874150 -0.40 0.07 0.01